ORCA calculation (ωB97M-V with the def2-TZVPD basis set) on C28H35B2Cl5F4N12O7Y as an isolated structure.

Structure (XYZ):
```
94
Properties=species:S:1:pos:R:3:forces:R:3
Y 1.0176 0.4063 0.6064 -0.4074 0.3586 -0.2644
Cl 2.4356 4.1832 4.4578 0.0875 0.0093 0.0390
Cl 2.4805 3.0729 1.5048 0.0591 -0.0717 0.0228
Cl -2.6988 4.1435 0.9586 -0.0675 0.0777 -0.0357
Cl -2.8473 5.0989 3.9282 -0.0407 0.0139 0.0131
Cl -0.2829 5.0955 5.6848 -0.0019 0.0207 0.0572
F 0.4064 1.6727 5.3550 0.0146 -0.0320 -0.0656
F 1.4149 -3.6152 -1.8415 -0.0038 0.0360 0.0389
F 0.4597 -0.5826 4.7773 0.0100 0.0109 -0.0432
F 1.2953 -3.9234 0.4665 0.0108 0.0375 -0.0223
O 1.8856 0.9658 3.7322 0.0172 0.0418 0.0802
O -4.4495 -2.8953 -2.2046 0.1002 -0.0537 0.0123
O -0.6001 1.0228 3.3892 -0.0204 0.0197 0.0579
O -0.0073 -2.2774 -0.6091 0.0155 -0.1312 0.0350
O -0.0407 2.9363 0.2338 0.0647 -0.2051 -0.0428
O 2.4902 -2.1085 -0.4551 -0.0155 -0.1153 -0.0052
O 0.0424 4.9919 -0.6829 -0.0164 -0.0217 0.0573
N -3.5816 -1.8124 -3.9978 0.0905 -0.0879 0.0345
N 2.4346 -1.4288 0.7280 0.0631 0.1417 -0.1008
N 5.5812 1.4140 -0.0783 -0.1430 -0.0877 -0.0796
N 5.4781 1.7576 -1.3379 -0.0132 0.0509 0.0073
N 3.6016 0.9376 -0.5075 -0.2604 0.1674 0.1113
N 6.7721 1.4723 0.6082 0.1785 -0.0156 0.1310
N 0.8120 0.6769 -1.8914 0.0630 -0.0917 0.1893
N -1.8241 0.3484 -0.5421 -0.0037 0.2246 0.0272
N -0.1944 -1.5887 0.5553 0.1129 -0.0657 0.0311
N -0.6384 0.1482 2.3344 0.2143 -0.0997 -0.0634
N 4.5087 0.9113 0.4522 0.1234 0.0453 -0.0067
N 2.1431 0.1050 2.7031 -0.1380 -0.0558 -0.0310
C -2.7646 -4.0688 -4.6505 0.0042 0.0093 -0.0026
C -1.3255 4.0531 1.9790 0.0248 -0.0397 -0.0027
C 0.7628 3.1702 -2.0567 -0.0477 -0.0520 -0.0149
C -1.3302 -0.9234 2.4494 0.0377 -0.1127 0.1182
C -3.9002 -1.9182 -2.6886 -0.3009 0.1801 -0.0808
C 2.9964 -0.8268 2.8897 0.1473 0.0430 0.0295
C -4.5294 -0.1745 -0.9823 -0.0770 -0.0154 -0.0008
C -2.1695 -1.3005 3.6161 -0.0721 0.0945 -0.0339
C 4.2126 1.4492 -1.5846 -0.0042 -0.1047 0.0525
C 3.7650 -1.0412 4.1427 -0.0658 -0.0067 0.0371
C 1.0177 3.6125 2.2506 -0.0665 0.0079 -0.0488
C -1.3712 4.5222 3.2911 0.0796 -0.0029 0.0242
C -2.1721 -2.9474 0.9917 0.0285 -0.0442 -0.0054
C -2.2276 -0.4850 -1.5052 -0.0949 0.0159 0.0535
C -3.8219 -2.9904 -4.8390 0.0060 -0.0327 0.0038
C -3.1284 -0.5915 -4.6485 0.0400 0.0061 -0.0341
C 4.2098 -2.8116 1.6970 -0.0263 -0.0422 -0.0090
C -3.5564 -0.7830 -1.7605 0.2234 -0.0939 -0.0232
C 3.2040 -1.7204 1.6969 0.0753 -0.0061 -0.0307
C -0.1362 3.5477 1.4881 0.0236 0.0749 0.1044
C -1.2070 -1.8539 1.2798 -0.0599 -0.0169 -0.0242
C -1.7110 -0.6873 -5.1995 -0.0134 -0.0010 0.0163
C 0.1990 3.8257 -0.8222 0.1887 0.1042 -0.0929
C -2.7760 0.9387 0.1875 0.1067 -0.0673 -0.0042
C 0.1676 1.8441 -2.5297 0.0569 0.0405 0.0160
C -4.1306 0.7171 -0.0028 0.0020 0.0087 0.0239
C 1.0003 4.1013 3.5470 -0.1118 0.0123 -0.0526
C -0.2170 4.5322 4.0790 -0.0201 -0.0490 -0.0923
B 0.5313 0.7447 4.3589 -0.0032 0.0135 0.0380
B 1.3078 -3.0480 -0.6075 0.0063 -0.0341 -0.0487
H -1.4612 -1.0201 -2.0537 0.0061 0.0101 -0.0416
H -3.8499 -2.6471 -5.8736 0.0045 0.0169 0.0042
H 5.1968 -2.4122 1.9388 -0.0113 -0.0004 0.0048
H -2.4363 1.5918 0.9777 -0.0191 -0.0302 -0.0238
H 7.4061 2.0579 0.0775 -0.0034 -0.0205 -0.0972
H -2.7589 -4.4139 -3.6176 0.0047 -0.0024 -0.0025
H -0.9885 -0.9100 -4.4104 -0.0144 0.0087 0.0127
H -1.6736 -3.9113 1.1190 -0.0031 0.0066 -0.0112
H -5.5739 -0.4170 -1.1326 0.0101 -0.0061 0.0061
H 3.7609 1.5894 -2.5523 0.0165 0.0004 0.0244
H -1.4333 0.2522 -5.6811 0.0033 -0.0211 0.0080
H 1.7207 0.4910 -2.3067 -0.0114 0.0404 -0.0584
H -4.8489 1.2219 0.6288 -0.0036 -0.0009 -0.0134
H -3.0416 -2.9040 1.6412 0.0054 0.0049 0.0046
H -3.8163 -0.3676 -5.4685 -0.0251 -0.0093 0.0157
H -2.9823 -4.9236 -5.2916 -0.0027 0.0143 0.0064
H 4.7963 -0.7085 3.9951 -0.0052 -0.0130 -0.0031
H 3.9568 -3.5534 2.4561 -0.0056 -0.0059 -0.0063
H -1.6315 -1.4787 -5.9453 0.0038 0.0162 0.0063
H 3.3224 -0.4758 4.9562 0.0028 0.0005 0.0013
H 0.2776 1.7967 -3.6139 -0.0123 -0.0385 -0.0206
H -1.7680 -3.7007 -4.9002 -0.0242 -0.0039 0.0059
H -4.8060 -3.3876 -4.5916 -0.0054 0.0040 0.0023
H -1.9523 -0.6654 4.4658 -0.0162 0.0126 0.0162
H 6.6092 1.8750 1.5240 -0.0806 -0.0022 0.0297
H -3.2259 -1.2003 3.3490 0.0094 -0.0166 -0.0086
H 4.2296 -3.2957 0.7253 0.0094 -0.0010 0.0080
H -0.8959 1.7983 -2.3080 -0.0095 0.0175 0.0168
H 0.6756 3.9228 -2.8372 -0.0186 0.0052 -0.0161
H 1.8347 3.0482 -1.8631 -0.0093 0.0318 0.0070
H -3.2130 0.2330 -3.9433 0.0115 0.0112 0.0197
H 0.2699 -0.1629 -2.0876 0.0106 -0.0193 -0.0323
H -1.9947 -2.3431 3.8810 0.0219 -0.0011 0.0061
H -2.4933 -2.8954 -0.0502 -0.0113 -0.0176 0.0259
H 3.7949 -2.0994 4.3986 -0.0082 -0.0014 0.0026
```
Forces are in eV/Å.

Output
- Relative energy (zero: lowest compared OMol25 entry of this formula, charge and spin): 0.000 eV
- Kohn-Sham gap: 8.33 eV
- Total energy: -137699.212 eV
- HOMO energy: -11.66 eV
- Multiplicity: 1
- Net charge: +1